The following is a quantum chemistry calculation of the molecule C2H3N5O, from the OMol25 dataset.

The geometry in ORCA input format:
```
! wB97M-V def2-TZVPD RIJCOSX def2/J DEFGRID3
* xyz 0 1
C -0.718 0.313 -0.881
C 0.329 0.268 1.203
H -1.563 0.098 -2.486
H 1.718 -1.175 1.425
H 0.075 1.576 2.526
N 0.009 -0.871 -1.281
N 0.856 -1.331 -0.460
N 1.078 -0.787 0.727
N 0.649 0.738 2.299
N -0.593 0.773 0.303
O -1.486 0.796 -1.815
*
```

Properties
**LUMO energy**: -0.0030 hartree
**ΔE to the lowest compared entry with this formula, charge and spin**: 2.015 eV
**Structure (SMILES)**: [H]/N=c1\nc(O)nn[nH]1
**Orbital gap**: 9.537 eV
**Largest force on an atom**: 3.7 eV/Å

***

The following is a quantum chemistry calculation of a cluster of 6 separate species, H14NO5 in total, from the OMol25 dataset.

The geometry in ORCA input format:
```
! wB97M-V def2-TZVPD RIJCOSX def2/J DEFGRID3
* xyz 1 1
N 0.647 0.631 -0.391
H 0.937 0.629 0.594
H 0.001 -0.173 -0.336
H 1.485 0.397 -0.991
H 0.049 1.426 -0.612
H -3.241 -0.653 0.470
H -3.010 -1.806 -0.543
O -2.611 -1.023 -0.148
H 1.138 -0.304 3.404
H 2.045 0.862 2.938
O 1.568 0.099 2.631
H -1.155 -1.946 0.376
H 0.102 -2.466 0.923
O -0.212 -2.088 0.090
H -2.809 2.184 -0.585
H -2.201 3.469 -0.221
O -1.942 2.579 -0.483
H 3.638 -0.324 -1.759
H 2.461 -0.837 -2.532
O 2.702 -0.156 -1.881
*
```

Properties
**LUMO energy**: -0.1009 hartree
**ΔE to the lowest compared entry with this formula, charge and spin**: 0.743 eV
**Orbital gap**: 12.257 eV
**Largest force on an atom**: 1.7 eV/Å

***

The following is a quantum chemistry calculation of a structure of composition C28H29BrFN8O3SSr, from the OMol25 dataset.

The geometry in ORCA input format:
```
! wB97M-V def2-TZVPD RIJCOSX def2/J DEFGRID3
* xyz 1 1
Sr 3.516 0.268 1.148
N 1.488 3.620 3.698
C 2.429 2.836 3.097
S 2.690 1.250 3.793
N 3.029 3.479 2.091
N 3.866 2.655 1.377
C 4.629 3.174 0.501
C 5.526 2.272 -0.311
C 6.149 2.743 -1.454
C 6.931 1.880 -2.198
C 7.090 0.568 -1.782
C 6.452 0.181 -0.619
N 5.692 1.005 0.107
H 1.211 3.369 4.630
H 1.516 4.597 3.454
H 4.631 4.248 0.324
H 5.995 3.769 -1.762
H 7.413 2.230 -3.103
H 7.696 -0.136 -2.335
H 6.557 -0.832 -0.244
C -2.397 -0.983 -3.944
C -2.061 0.418 -3.476
N -1.263 0.443 -2.245
C 0.093 0.520 -2.343
C 0.955 0.428 -1.305
C 2.446 0.532 -1.549
O 2.866 1.483 -2.195
O 3.134 -0.396 -0.973
C 0.422 0.238 0.018
O 1.118 0.136 1.039
C -1.038 0.178 0.129
C -1.611 0.061 1.396
C -2.966 0.006 1.518
F -3.517 -0.033 2.751
C -3.811 0.032 0.397
C -3.244 0.149 -0.856
C -1.853 0.257 -1.003
N -5.239 -0.051 0.479
C -5.912 -0.673 1.616
C -7.393 -0.862 1.235
N -7.495 -0.821 -0.270
C -7.209 0.581 -0.775
C -5.993 1.101 -0.003
H -2.992 -0.946 -4.858
H -2.964 -1.526 -3.185
H -1.491 -1.553 -4.151
H -2.960 1.013 -3.312
H -1.481 0.967 -4.216
H 0.461 0.691 -3.348
H -0.969 0.048 2.269
H -3.896 0.131 -1.718
H -5.876 -0.079 2.528
H -5.448 -1.634 1.823
H -8.033 -0.055 1.585
H -7.801 -1.810 1.574
H -8.400 -1.151 -0.598
H -6.771 -1.432 -0.651
H -8.114 1.160 -0.608
H -7.031 0.485 -1.843
H -6.306 1.745 0.827
H -5.379 1.704 -0.665
Br 3.836 -5.484 -0.994
C 3.875 -4.484 0.596
C 3.923 -5.114 1.824
C 3.947 -4.331 2.966
C 3.925 -2.958 2.826
N 3.882 -2.345 1.638
C 3.854 -3.102 0.528
H 3.943 -6.193 1.885
H 3.985 -4.777 3.950
H 3.942 -2.312 3.697
H 3.804 -2.581 -0.422
*
```

Properties
**LUMO energy**: -0.1199 hartree
**ΔE to the lowest compared entry with this formula, charge and spin**: 1.067 eV
**Orbital gap**: 5.355 eV
**Largest force on an atom**: 2.1 eV/Å

***

The following is a quantum chemistry calculation of a structure of composition C3H4FGaO3, from the OMol25 dataset.

The geometry in ORCA input format:
```
! wB97M-V def2-TZVPD RIJCOSX def2/J DEFGRID3
* xyz 1 2
C -1.612 -0.436 0.694
C -0.636 0.548 0.575
H -2.128 -0.683 -0.240
H -1.403 -1.260 1.385
F 0.000 0.950 1.704
H -0.656 1.395 -0.120
Ga -3.247 0.553 1.709
O 2.473 0.010 -1.942
C 1.614 -0.105 -0.890
O 1.874 -0.875 0.033
O 0.515 0.503 -1.110
H 3.207 -0.599 -1.798
*
```

Properties
**LUMO energy (spin up / spin down)**: -0.2001 / -0.3094 hartree
**ΔE to the lowest compared entry with this formula, charge and spin**: 0.790 eV
**Orbital gap (spin up / spin down)**: 9.234 / 5.447 eV
**Largest force on an atom**: 5.0 eV/Å

***

The following is a quantum chemistry calculation of a cluster of 2 separate species, C2H7N5O2 in total, from the OMol25 dataset.

The geometry in ORCA input format:
```
! wB97M-V def2-TZVPD RIJCOSX def2/J DEFGRID3
* xyz 0 1
C 0.235 0.065 -0.648
C -0.496 0.768 1.557
H 1.245 3.342 -0.839
H 2.128 1.427 -0.626
H 0.229 1.200 -2.470
H -0.199 -2.827 -1.179
H 0.051 -2.136 -0.295
H -0.567 1.698 0.820
H -0.500 -0.445 3.083
N 1.406 2.038 -1.278
N 0.299 1.186 -1.397
N -0.096 -0.841 -1.603
N -0.164 -0.144 0.686
N -0.846 0.571 2.821
O -0.822 -1.846 -0.902
O 0.195 -1.519 1.084
*
```

Properties
**LUMO energy**: -0.0292 hartree
**ΔE to the lowest compared entry with this formula, charge and spin**: 10.866 eV
**Orbital gap**: 7.711 eV
**Largest force on an atom**: 7.4 eV/Å

***

The following is a quantum chemistry calculation of a cluster of 2 separate species, C5H9NO3 in total, from the OMol25 dataset.

The geometry in ORCA input format:
```
! wB97M-V def2-TZVPD RIJCOSX def2/J DEFGRID3
* xyz 0 1
C -0.786 -2.571 1.345
C -1.827 -3.560 1.189
N -2.645 -4.358 1.072
H 0.102 -2.799 0.758
H -0.472 -2.541 2.390
H -1.110 -1.570 1.077
C 2.665 2.440 -0.310
O 1.422 2.344 -0.999
C 0.567 1.414 -0.594
O 0.774 0.632 0.302
O -0.496 1.476 -1.393
C -1.576 0.593 -1.123
H 3.070 1.438 -0.168
H 2.575 2.971 0.636
H 3.328 3.008 -0.960
H -2.476 1.139 -0.844
H -1.332 -0.106 -0.332
H -1.784 0.050 -2.045
*
```

Properties
**LUMO energy**: 0.0231 hartree
**ΔE to the lowest compared entry with this formula, charge and spin**: 1.612 eV
**Structure (SMILES)**: COC(=O)OC.CC#N
**Orbital gap**: 11.909 eV
**Largest force on an atom**: 0.8 eV/Å

***

The following is a quantum chemistry calculation of the molecule C2H5NO, from the OMol25 dataset.

The geometry in ORCA input format:
```
! wB97M-V def2-TZVPD RIJCOSX def2/J DEFGRID3
* xyz 0 1
C 0.821 -0.733 0.084
C -0.490 -0.070 0.430
N -0.758 1.021 -0.355
O -1.251 -0.464 1.283
H 1.608 0.029 0.053
H 0.736 -1.123 -0.936
H 1.108 -1.511 0.780
H -1.437 1.713 -0.080
H -0.338 1.138 -1.259
*
```

Properties
**LUMO energy**: 0.0326 hartree
**ΔE to the lowest compared entry with this formula, charge and spin**: 0.150 eV
**Structure (SMILES)**: CC(N)=O
**Orbital gap**: 10.741 eV
**Largest force on an atom**: 0.7 eV/Å